[1]
The following is a DFT calculation (ωB97M-V/def2-TZVPD) of a gas-phase ion, C4H7INO (charge +1) at a distorted geometry.

The geometry in ORCA input format:
```
! RIJCOSX wB97M-V def2-TZVPD def2/J DEFGRID3
* xyz 1 1
O 1.68294 2.23631 0.20114
C 1.07919 1.12281 0.03565
N 1.73063 0.00187 -0.17936
I 3.79418 -0.12813 -0.00475
C 0.94182 -1.23890 0.06778
C -0.51089 -0.71783 -0.04698
C -0.37855 0.81211 -0.15490
H 1.35675 3.11394 0.07731
H 1.13099 -1.48994 1.08647
H 1.31432 -1.95216 -0.69457
H -0.98787 -0.94929 0.81397
H -1.24203 -1.22599 -0.79508
H -1.00322 1.24253 0.59286
H -0.77451 1.08938 -1.19399
*
```

Summary:
Relative energy (zero: lowest compared OMol25 entry of this formula, charge and spin) (eV): 0.2003
Orbital gap (eV): 9.382
LUMO level (eV): -4.7136
HOMO energy (hartree): -0.5180
Molecular weight (g mol⁻¹): 212.01

Listed below, in e, are the Löwdin charges computed for each atom: atom 1 (O): 0.179, atom 2 (C): -0.398, atom 3 (N): -0.424, atom 4 (I): 1.052, atom 5 (C): -0.161, atom 6 (C): -0.125, atom 7 (C): -0.055, atom 8 (H): 0.160, atom 9 (H): 0.111, atom 10 (H): 0.132, atom 11 (H): 0.069, atom 12 (H): 0.166, atom 13 (H): 0.122, atom 14 (H): 0.171



[2]
The following is a DFT calculation (ωB97M-V/def2-TZVPD) of 2 unconnected molecules or ions with the total composition C4H7INO at a distorted geometry.

The geometry in ORCA input format:
```
! RIJCOSX wB97M-V def2-TZVPD def2/J DEFGRID3
* xyz 1 1
C 2.50477 0.83772 -2.99748
C 1.08590 0.76242 0.58222
C 0.73546 1.19622 -0.76419
C 0.50680 -0.20710 -0.47350
N -0.84404 -1.04039 -0.38432
O 3.28520 1.64544 -3.21457
I 1.94986 -0.99085 -3.61785
H 2.14408 0.51563 0.84359
H 0.59206 1.22859 1.51176
H 0.08613 1.85651 -1.15703
H 1.22969 -0.97292 -1.06796
H -1.58060 -0.29666 -0.19649
H -0.84372 -1.81446 0.42464
H -0.88181 -1.41753 -1.35631
*
```

Summary:
Relative energy (zero: lowest compared OMol25 entry of this formula, charge and spin) (eV): 4.8250
Orbital gap (spin up / spin down) (eV): 8.489 / 6.656
LUMO level (spin up / spin down) (eV): -4.2473 / -4.7471
HOMO energy (spin up / spin down) (hartree): -0.4681 / -0.4191
Molecular weight (g mol⁻¹): 212.01

Listed below, in e, are the Löwdin charges computed for each atom: atom 1 (C): -0.761, atom 2 (C): -0.087, atom 3 (C): -0.040, atom 4 (C): -0.327, atom 5 (N): 0.180, atom 6 (O): 0.075, atom 7 (I): 1.002, atom 8 (H): 0.122, atom 9 (H): 0.145, atom 10 (H): 0.063, atom 11 (H): 0.066, atom 12 (H): 0.183, atom 13 (H): 0.230, atom 14 (H): 0.150



[3]
The following is a DFT calculation (ωB97M-V/def2-TZVPD) of a molecular structure, C4H7IO2 at a distorted geometry.

The geometry in ORCA input format:
```
! RIJCOSX wB97M-V def2-TZVPD def2/J DEFGRID3
* xyz 0 1
C 1.04634 0.21787 -0.41557
C -1.40806 0.62581 -0.56679
C -0.22286 -0.53925 1.44289
C -0.31108 -0.36464 -0.08176
O 1.49648 1.29571 -0.20328
O 1.77397 -0.70897 -1.11204
I 3.61770 -0.16819 -1.69619
H -1.20007 1.64342 -0.40855
H -2.33312 0.52269 -0.08286
H -1.62738 0.52161 -1.61672
H -0.18631 0.43017 1.86411
H 0.84633 -0.93721 1.62748
H -1.06757 -1.26099 1.92067
H -0.42436 -1.27804 -0.67138
*
```

Summary:
Relative energy (zero: lowest compared OMol25 entry of this formula, charge and spin) (eV): 0.4888
Orbital gap (eV): 8.997
LUMO level (eV): -0.8466
HOMO energy (hartree): -0.3618
Molecular weight (g mol⁻¹): 214.00

Listed below, in e, are the Löwdin charges computed for each atom: atom 1 (C): -0.659, atom 2 (C): -0.041, atom 3 (C): -0.056, atom 4 (C): -0.319, atom 5 (O): 0.049, atom 6 (O): -0.600, atom 7 (I): 0.981, atom 8 (H): 0.065, atom 9 (H): 0.060, atom 10 (H): 0.080, atom 11 (H): 0.059, atom 12 (H): 0.109, atom 13 (H): 0.136, atom 14 (H): 0.136



[4]
The following is a DFT calculation (ωB97M-V/def2-TZVPD) of 3 unconnected molecules or ions with the total composition C4H7IO2 at a distorted geometry.

The geometry in ORCA input format:
```
! RIJCOSX wB97M-V def2-TZVPD def2/J DEFGRID3
* xyz 0 1
C 1.64983 -0.46333 1.94983
C 0.99719 -0.23142 -1.34893
C -1.46556 0.50647 -1.17183
C -0.22838 0.08198 -0.40494
O 2.35588 0.38732 1.94403
O -0.01239 0.28436 0.77192
I -1.47209 -0.65171 3.92611
H 1.68501 0.58706 -1.08187
H 1.48784 -1.17796 -1.16900
H 0.59490 -0.26068 -2.32956
H -2.33892 0.54084 -0.45978
H -1.79035 -0.29464 -1.95814
H -1.13881 1.41976 -1.65732
H -0.32416 -0.72804 2.98949
*
```

Summary:
Relative energy (zero: lowest compared OMol25 entry of this formula, charge and spin) (eV): 1.1204
Orbital gap (eV): 10.145
LUMO level (eV): 0.5906
HOMO energy (hartree): -0.3511
Molecular weight (g mol⁻¹): 214.00

Listed below, in e, are the Löwdin charges computed for each atom: atom 1 (C): -0.062, atom 2 (C): -0.007, atom 3 (C): -0.027, atom 4 (C): -0.438, atom 5 (O): 0.087, atom 6 (O): -0.065, atom 7 (I): 0.524, atom 8 (H): 0.095, atom 9 (H): 0.076, atom 10 (H): 0.049, atom 11 (H): 0.098, atom 12 (H): 0.118, atom 13 (H): 0.088, atom 14 (H): -0.536



[5]
The following is a DFT calculation (ωB97M-V/def2-TZVPD) of a gas-phase ion, C4H7N (charge -1) at a distorted geometry.

The geometry in ORCA input format:
```
! RIJCOSX wB97M-V def2-TZVPD def2/J DEFGRID3
* xyz -1 2
N 1.64709 -0.12675 -0.65840
C 0.48242 0.02233 0.12127
C 0.56422 0.55248 1.35992
C -2.06704 0.11343 -0.28866
C -0.82611 -0.44590 -0.50683
H 1.56115 -0.75930 -1.59801
H 2.55833 -0.43898 -0.18145
H -0.41273 0.67166 1.87015
H 1.55580 0.61776 1.82434
H -3.00793 -0.36419 -0.59213
H -2.03040 0.94259 0.42643
H -0.67480 -1.23637 -1.25466
*
```

Summary:
Relative energy (zero: lowest compared OMol25 entry of this formula, charge and spin) (eV): 1.1786
Orbital gap (spin up / spin down) (eV): 4.119 / 7.226
LUMO level (spin up / spin down) (eV): 4.9068 / 4.6176
HOMO energy (spin up / spin down) (hartree): 0.0289 / -0.0959
Molecular weight (g mol⁻¹): 69.11

Listed below, in e, are the Löwdin charges computed for each atom: atom 1 (N): -0.044, atom 2 (C): -0.557, atom 3 (C): -0.107, atom 4 (C): -0.168, atom 5 (C): -0.284, atom 6 (H): 0.099, atom 7 (H): 0.058, atom 8 (H): 0.010, atom 9 (H): -0.005, atom 10 (H): -0.021, atom 11 (H): -0.012, atom 12 (H): 0.032



[6]
The following is a DFT calculation (ωB97M-V/def2-TZVPD) of a single C4H7N molecule at a distorted geometry.

The geometry in ORCA input format:
```
! RIJCOSX wB97M-V def2-TZVPD def2/J DEFGRID3
* xyz 0 1
C 1.72202 0.29703 0.09188
C 0.94845 -0.84452 -0.08253
C -0.42898 -0.54605 -0.31043
C -1.23992 0.69393 -0.17070
N -1.62542 -0.63317 0.39048
H 1.15719 1.18235 -0.28096
H 2.85932 0.64410 0.58394
H 1.32841 -1.76472 -0.03919
H -0.69611 -1.04495 -1.26672
H -0.73575 1.38849 0.52602
H -2.06921 0.93286 -0.93026
H -1.21998 -0.30534 1.48848
*
```

Summary:
Relative energy (zero: lowest compared OMol25 entry of this formula, charge and spin) (eV): 4.6740
Orbital gap (eV): 10.607
LUMO level (eV): 1.1215
HOMO energy (hartree): -0.3486
Molecular weight (g mol⁻¹): 69.11

Listed below, in e, are the Löwdin charges computed for each atom: atom 1 (C): 0.012, atom 2 (C): -0.118, atom 3 (C): -0.509, atom 4 (C): -0.157, atom 5 (N): -0.003, atom 6 (H): 0.036, atom 7 (H): 0.134, atom 8 (H): 0.051, atom 9 (H): 0.143, atom 10 (H): 0.096, atom 11 (H): 0.130, atom 12 (H): 0.187



[7]
The following is a DFT calculation (ωB97M-V/def2-TZVPD) of a single C4H7N molecule at a distorted geometry.

The geometry in ORCA input format:
```
! RIJCOSX wB97M-V def2-TZVPD def2/J DEFGRID3
* xyz 0 1
H 1.98528 1.32620 -1.74159
N 1.77587 0.42707 -1.30371
C 0.93979 0.44559 -0.38938
C 0.02367 1.13853 0.52838
C 0.07755 -0.37307 0.57682
C -1.04090 -1.20874 0.00560
H -0.77288 1.60147 -0.06375
H 0.44473 1.70933 1.34404
H 0.53337 -0.79143 1.46702
H -0.65483 -2.17064 -0.33050
H -1.80901 -1.38689 0.75716
H -1.50265 -0.71744 -0.85008
*
```

Summary:
Relative energy (zero: lowest compared OMol25 entry of this formula, charge and spin) (eV): 1.8099
Orbital gap (eV): 9.858
LUMO level (eV): 1.0789
HOMO energy (hartree): -0.3226
Molecular weight (g mol⁻¹): 69.11

Listed below, in e, are the Löwdin charges computed for each atom: atom 1 (H): 0.055, atom 2 (N): 0.138, atom 3 (C): -0.345, atom 4 (C): -0.075, atom 5 (C): -0.266, atom 6 (C): -0.076, atom 7 (H): 0.112, atom 8 (H): 0.102, atom 9 (H): 0.129, atom 10 (H): 0.076, atom 11 (H): 0.072, atom 12 (H): 0.078



[8]
The following is a DFT calculation (ωB97M-V/def2-TZVPD) of a single C4H7N molecule at a distorted geometry.

The geometry in ORCA input format:
```
! RIJCOSX wB97M-V def2-TZVPD def2/J DEFGRID3
* xyz 0 1
C -0.73242 0.78261 0.97144
C -0.66039 -0.43940 0.01302
C 0.43960 -0.35847 -1.03836
C 1.85085 -0.43303 -0.46983
N 2.92234 -0.54827 -0.03279
H 0.15608 0.87479 1.59607
H -1.59109 0.87255 1.63680
H -0.87592 1.76672 0.52533
H -1.62791 -0.38911 -0.48645
H -0.60014 -1.40002 0.52458
H 0.33944 0.55396 -1.62620
H 0.37956 -1.28234 -1.61363
*
```

Summary:
Relative energy (zero: lowest compared OMol25 entry of this formula, charge and spin) (eV): 0.3913
Orbital gap (eV): 12.437
LUMO level (eV): 0.8617
HOMO energy (hartree): -0.4254
Molecular weight (g mol⁻¹): 69.11

Listed below, in e, are the Löwdin charges computed for each atom: atom 1 (C): -0.111, atom 2 (C): -0.253, atom 3 (C): -0.185, atom 4 (C): -0.208, atom 5 (N): 0.122, atom 6 (H): 0.068, atom 7 (H): 0.065, atom 8 (H): 0.068, atom 9 (H): 0.102, atom 10 (H): 0.110, atom 11 (H): 0.115, atom 12 (H): 0.110



[9]
The following is a DFT calculation (ωB97M-V/def2-TZVPD) of a single C4H7N molecule at a distorted geometry.

The geometry in ORCA input format:
```
! RIJCOSX wB97M-V def2-TZVPD def2/J DEFGRID3
* xyz 0 1
C -2.42419 -0.11219 -0.11847
C 0.05220 -0.10164 -0.09504
C 0.66615 1.13926 -0.53137
C 0.80371 -1.31316 0.36217
N -1.19545 0.00069 0.10270
H -3.19317 0.25473 0.51706
H 0.00035 1.50323 -1.34098
H 1.69393 1.29253 -0.93088
H 0.64350 1.95832 0.36707
H 0.43208 -1.64788 1.36134
H 1.82881 -0.86068 0.62477
H 0.69207 -2.11322 -0.31837
*
```

Summary:
Relative energy (zero: lowest compared OMol25 entry of this formula, charge and spin) (eV): 3.2853
Orbital gap (eV): 8.225
LUMO level (eV): 0.8382
HOMO energy (hartree): -0.2715
Molecular weight (g mol⁻¹): 69.11

Listed below, in e, are the Löwdin charges computed for each atom: atom 1 (C): 0.062, atom 2 (C): -0.446, atom 3 (C): -0.081, atom 4 (C): -0.031, atom 5 (N): -0.038, atom 6 (H): -0.006, atom 7 (H): 0.081, atom 8 (H): 0.078, atom 9 (H): 0.131, atom 10 (H): 0.087, atom 11 (H): 0.105, atom 12 (H): 0.059



[10]
The following is a DFT calculation (ωB97M-V/def2-TZVPD) of a single C4H7N molecule at a distorted geometry.

The geometry in ORCA input format:
```
! RIJCOSX wB97M-V def2-TZVPD def2/J DEFGRID3
* xyz 0 1
C 1.05999 -0.59376 -2.41885
C 0.61626 -0.64342 -1.23103
C -0.21667 -0.72461 -0.02208
C -0.82784 0.50429 0.72403
N 0.30503 1.26611 1.24474
H 1.89759 -0.62573 -3.13684
H 0.06781 -1.52630 0.67316
H -1.01434 -1.12680 -0.71409
H -1.45602 1.01164 -0.10759
H -1.56520 0.01162 1.46059
H -0.11316 1.92013 1.92424
H 1.24656 0.52681 1.60371
*
```

Summary:
Relative energy (zero: lowest compared OMol25 entry of this formula, charge and spin) (eV): 4.0396
Orbital gap (eV): 10.197
LUMO level (eV): 0.9234
HOMO energy (hartree): -0.3408
Molecular weight (g mol⁻¹): 69.11

Listed below, in e, are the Löwdin charges computed for each atom: atom 1 (C): 0.077, atom 2 (C): -0.166, atom 3 (C): -0.267, atom 4 (C): -0.338, atom 5 (N): -0.068, atom 6 (H): 0.027, atom 7 (H): 0.110, atom 8 (H): 0.122, atom 9 (H): 0.132, atom 10 (H): 0.118, atom 11 (H): 0.053, atom 12 (H): 0.201



[11]
The following is a DFT calculation (ωB97M-V/def2-TZVPD) of a single C4H7N molecule at a distorted geometry.

The geometry in ORCA input format:
```
! RIJCOSX wB97M-V def2-TZVPD def2/J DEFGRID3
* xyz 0 1
C -0.14955 2.23964 0.69375
N 0.06466 1.02875 1.02163
C 0.28992 0.04008 0.06269
C -0.36254 -1.11175 -0.15542
C 0.19773 -1.99777 -1.24824
H -0.69891 2.35699 -0.25235
H 0.40364 3.03319 1.18780
H 0.77988 0.36450 -0.84887
H -1.26195 -1.48459 0.31283
H 0.62412 -1.56747 -2.15367
H -0.68899 -2.46851 -1.69819
H 0.81386 -2.81002 -0.86398
*
```

Summary:
Relative energy (zero: lowest compared OMol25 entry of this formula, charge and spin) (eV): 2.6431
Orbital gap (eV): 8.638
LUMO level (eV): 0.3888
HOMO energy (hartree): -0.3032
Molecular weight (g mol⁻¹): 69.11

Listed below, in e, are the Löwdin charges computed for each atom: atom 1 (C): -0.046, atom 2 (N): -0.029, atom 3 (C): -0.210, atom 4 (C): -0.140, atom 5 (C): -0.132, atom 6 (H): 0.078, atom 7 (H): 0.071, atom 8 (H): 0.110, atom 9 (H): 0.096, atom 10 (H): 0.069, atom 11 (H): 0.064, atom 12 (H): 0.069



[12]
The following is a DFT calculation (ωB97M-V/def2-TZVPD) of a molecular structure, C4H7N2 at a distorted geometry.

The geometry in ORCA input format:
```
! RIJCOSX wB97M-V def2-TZVPD def2/J DEFGRID3
* xyz 1 1
C -1.33340 0.86441 0.38976
C -2.27459 -0.05571 0.01715
C -1.24892 -1.13722 -0.13801
C 0.94103 0.37668 -0.58417
N 1.89640 0.11717 0.41842
N -0.33506 0.03028 -0.06734
H -1.39945 1.88789 0.73036
H -1.11266 -1.59793 0.81790
H -1.24757 -1.47279 -1.12314
H 1.18360 -0.31632 -1.52314
H 0.93342 1.51108 -0.71279
H 1.93395 0.69035 1.21326
H 2.06327 -0.89788 0.56174
*
```

Summary:
Relative energy (zero: lowest compared OMol25 entry of this formula, charge and spin) (eV): 7.2568
Orbital gap (spin up / spin down) (eV): 7.508 / 7.969
LUMO level (spin up / spin down) (eV): -7.0827 / -6.7817
HOMO energy (spin up / spin down) (hartree): -0.5362 / -0.5421
Molecular weight (g mol⁻¹): 83.11

Listed below, in e, are the Löwdin charges computed for each atom: atom 1 (C): 0.003, atom 2 (C): 0.246, atom 3 (C): -0.030, atom 4 (C): -0.235, atom 5 (N): 0.079, atom 6 (N): -0.037, atom 7 (H): 0.145, atom 8 (H): 0.144, atom 9 (H): 0.117, atom 10 (H): 0.193, atom 11 (H): 0.166, atom 12 (H): 0.082, atom 13 (H): 0.125